Entry 1:
A molecular structure, C50H48N4O10Ti in a non-equilibrium geometry, computed with ωB97M-V/def2-TZVPD.

Results
* Kohn-Sham gap (alpha / beta): 4.3572 / 6.5747 eV
* <S²>: 2.057
* net charge: -2
* spin multiplicity: 3

Geometry (Å):
Ti 0.0782 -0.7510 0.0749
O 0.1825 -0.8978 -1.6774
O -0.3784 2.8533 0.4140
O 1.5938 0.3824 0.0126
O 6.5638 3.5820 -0.8620
O -0.0406 -0.5798 1.8455
O 1.2951 5.9639 -2.9978
O 5.8870 5.4559 -1.7397
O -0.0308 4.2491 -2.9434
O 3.1914 -0.5003 -1.2796
O 1.7222 2.2048 2.4570
N 5.6747 4.2816 -1.3765
N 1.0770 4.7658 -2.7493
N -0.1328 -2.8058 0.2779
N -1.8970 -0.3400 -0.1226
C 1.0236 -3.4706 0.6161
C 0.8002 -4.8304 0.6443
C -0.9558 -3.2629 5.7141
C 1.5751 3.4121 1.7530
C -0.0901 0.5475 -4.9999
C 3.3790 4.5038 -2.0661
C 2.4578 -0.5197 -5.1120
C 2.5512 0.4555 -0.8640
C -0.5711 -0.7505 -2.8188
C -2.5145 -3.5017 -0.3444
C -4.6462 0.3491 -0.2960
C -1.6277 3.3202 -0.0415
C -2.2889 -1.2539 2.1808
C -4.0985 -0.1976 0.8675
C 0.3204 -0.3319 -4.0039
C -0.3628 2.3514 5.0544
C -2.3734 1.3991 3.4176
C -2.7689 -0.5362 0.9434
C -1.0985 -3.7693 0.0776
C 0.8293 -1.8956 4.1202
C -2.1838 -4.5729 -4.0674
C -1.2131 0.6447 3.5610
C 2.0478 0.3734 -6.0914
C 2.1118 3.9640 -2.2242
C 2.3031 -2.7379 0.8881
C -2.4561 0.1465 -1.2981
C -2.3678 -2.1749 -3.9744
C -1.1947 -2.0907 -3.2333
C 0.1189 3.6745 1.4508
C 0.4050 -3.4260 5.9219
C -2.8584 -3.4048 -4.3895
C -0.9949 -0.7107 2.8346
C 0.7683 0.9027 -6.0312
C -0.5604 -5.0192 0.3027
C 2.8746 1.8518 -1.3288
C -1.0128 -4.4970 -3.3260
C 1.6040 -0.8650 -4.0780
C -2.5351 2.6042 4.0919
C -1.6008 0.3555 -2.5224
C 4.3970 3.7171 -1.5460
C 3.0680 1.8560 2.6546
C -1.4210 -2.4065 4.7263
C -0.5202 -3.2686 -2.9179
C -0.5345 -1.7074 3.9134
C 4.1552 2.3659 -1.1823
C -0.2025 1.1552 4.3751
C -1.5367 3.0793 4.9247
C -3.7822 0.4855 -1.3899
C 1.8504 2.6255 -1.8489
C 1.2989 -2.7382 5.1139
H 3.6481 1.9426 1.7304
H 4.9621 1.7651 -0.7922
H -3.2085 -3.4748 0.5020
H 1.5316 -5.5970 0.8578
H -3.1049 -1.2742 2.9015
H -1.6062 4.4058 -0.1998
H 1.9530 4.2488 2.3651
H 0.7288 0.6198 4.4696
H -1.0863 -5.9599 0.2140
H -2.2698 0.5143 -3.3642
H 0.4395 1.6168 -6.7767
H 3.4581 -0.9343 -5.1407
H 3.5319 2.4914 3.4242
H -1.0055 1.2694 -2.4023
H 2.3655 -2.8671 5.2543
H 0.3869 -3.2147 -2.3312
H -0.4870 -5.3994 -3.0398
H -4.7430 -0.3877 1.7182
H -3.4434 3.1779 3.9467
H 2.1912 -2.0550 1.7323
H -5.6911 0.6179 -0.3659
H -1.6613 4.0170 5.4538
H 0.7649 -4.0777 6.7090
H -2.8504 -4.2993 -1.0104
H -3.7771 -3.4472 -4.9637
H 0.0419 4.7287 1.1423
H -4.1707 0.8655 -2.3268
H 3.0867 0.8145 2.9791
H -1.6652 -3.8136 6.3211
H -2.4902 -2.2916 4.6051
H -3.1625 1.0651 2.7637
H -2.5962 -2.5607 -0.8828
H -2.9150 -1.2770 -4.2368
H -0.4733 3.5407 2.3647
H -1.0769 0.9900 -4.9874
H 0.8504 2.2346 -1.9341
H 2.7221 0.6725 -6.8849
H -2.0380 -2.2832 1.9169
H -2.5677 -5.5342 -4.3881
H 3.5760 5.5288 -2.3376
H -2.4251 3.0783 0.6752
H 1.9454 -1.5235 -3.2898
H -1.8353 2.8412 -0.9948
H 2.6163 -2.1468 0.0259
H 0.4419 2.7268 5.6757
H 3.0973 -3.4467 1.1226
H 2.1403 3.3896 0.8158
H 1.5167 -1.3623 3.4778

***

Entry 2:
A molecular structure, C50H49CrN5OSSbSi, computed with ωB97M-V/def2-TZVPD.

Results
* ΔE to the lowest compared entry with this formula, charge and spin: 104.78 kJ/mol
* Kohn-Sham gap (alpha / beta): 6.3344 / 5.7231 eV
* <S²>: 3.938
* spin multiplicity: 4

Geometry (Å):
Sb -0.3023 1.3270 -4.1894
Cr 0.6557 -0.0130 -1.0228
S -0.7337 2.0921 7.8396
Si 0.9529 -2.7776 -2.8895
O -0.0509 4.4612 8.7530
N -2.1481 2.0725 -1.9588
N -0.9926 -0.7188 -0.8678
N 0.8285 2.6866 -1.7242
N 2.5733 0.4416 -0.9091
N 1.3232 -1.9143 -1.4318
C -0.8214 -2.5054 -3.4401
C 4.2510 -3.4645 1.1927
C -1.3349 -2.4070 0.7985
C 4.7819 1.0001 -1.3346
C -0.4706 -3.9958 2.9066
C -0.4949 1.7769 6.1031
C -1.3456 1.3508 3.8936
C 3.4193 -3.1129 -1.0435
C -3.9561 -2.7976 -0.3133
C -3.6086 -1.1462 -2.0217
C 4.3627 -3.6439 -0.1790
C -3.3761 1.7941 -3.9866
C -5.6659 -2.3843 -1.9522
C -3.2784 2.3254 -1.3061
C 0.6662 2.8687 -3.0479
C 2.2233 -2.2102 0.8182
C -1.4885 4.6523 6.8550
C 1.0586 4.0219 -3.7086
C -5.2136 -3.0658 -0.8331
C 0.8007 1.5806 5.6338
C 3.7834 0.7102 -0.4165
C 1.6476 5.0430 -2.9858
C 1.5292 3.5723 0.4621
C 1.3796 3.6926 -1.0185
C 3.1749 -2.7320 1.6769
C 2.3009 -2.4032 -0.5705
C 1.8028 4.8726 -1.6299
C 2.2671 0.4087 -2.1788
C 4.4956 0.9699 -2.6968
C 1.0209 1.2652 4.3046
C 2.0392 -2.2883 -4.3530
C -3.1378 -1.8384 -0.9076
C -1.7749 -1.5698 -0.3662
C 4.0067 0.6527 1.0600
C -4.5571 2.0674 -3.3139
C -1.5668 1.6552 5.2251
C 0.1758 0.7867 2.0478
C -4.5118 2.3263 -1.9544
C 3.2208 0.6634 -3.1502
C -0.3454 -4.4469 1.6003
C 1.1495 -4.6405 -2.6488
C -2.1883 1.8061 -3.2601
C -0.7803 -3.6563 0.5485
C -0.0494 1.1396 3.4148
C -1.4831 -1.9672 2.1060
C -0.6663 3.9257 7.8814
C -1.0450 -2.7578 3.1586
C -3.1410 2.6165 0.1594
C 0.3559 0.4891 0.8860
C -4.8593 -1.4201 -2.5443
H -1.2742 4.2850 5.8527
H 2.0154 -3.0753 -5.1105
H -2.9764 -0.3937 -2.4710
H -2.5412 4.4568 7.0633
H -4.0899 2.4993 0.6812
H -5.4184 2.5134 -1.3946
H -0.1212 -4.6089 3.7270
H 3.0611 -2.5733 2.7430
H 5.7776 1.2300 -0.9810
H -5.8382 -3.8136 -0.3626
H -2.1811 1.2726 3.2096
H 1.3795 -1.6699 1.2256
H 1.9738 5.9538 -3.4720
H 1.6314 1.6812 6.3189
H -3.3710 1.5710 -5.0463
H -5.2040 -0.8819 -3.4168
H -2.3915 1.9538 0.5951
H 0.1032 -5.4106 1.3977
H 2.2602 5.6427 -1.0239
H -3.6086 -3.3393 0.5562
H -2.7983 3.6438 0.2992
H 5.2808 1.1896 -3.4100
H 4.9834 -3.8878 1.8666
H 2.0291 1.1079 3.9440
H -5.5039 2.0577 -3.8391
H 1.1249 -4.9294 -1.5974
H 5.1989 -4.1986 -0.5868
H -0.6778 -3.9981 -0.4729
H -1.5148 -3.1543 -2.9022
H 2.0902 -5.0092 -3.0586
H 4.6289 1.4851 1.3887
H -1.1530 -2.4025 4.1752
H -1.9299 -1.0021 2.2975
H 3.0513 0.6669 1.5828
H 2.2388 4.3112 0.8338
H 1.8479 2.5801 0.7468
H 2.9912 0.6341 -4.2064
H -6.6440 -2.6014 -2.3610
H -0.9036 -2.7348 -4.5048
H 4.5139 -0.2803 1.3133
H -1.2901 5.7190 6.9185
H 3.0780 -2.1338 -4.0583
H 0.3386 -5.1590 -3.1650
H 1.6860 -1.3682 -4.8253
H -2.5775 1.7907 5.5875
H 0.5658 3.7426 0.9459
H 3.5590 -3.2333 -2.1099
H -1.1585 -1.4808 -3.2886
H 0.8994 4.1142 -4.7753

***

Entry 3:
A molecular structure, C50H49FN8O8STi in a non-equilibrium geometry, computed with ωB97M-V/def2-TZVPD.

Results
* ΔE to the lowest compared entry with this formula, charge and spin: 360.75 kJ/mol
* Kohn-Sham gap (alpha / beta): 3.7713 / 4.3012 eV
* <S²>: 2.059
* net charge: -2
* spin multiplicity: 3

Geometry (Å):
Ti 13.7472 14.9174 12.3607
S 9.3377 17.5386 10.4347
F 12.3929 15.9254 11.6184
O 11.9368 12.2799 12.0457
O 9.9519 14.8507 10.1989
O 14.4814 16.0930 13.9860
O 12.8755 26.7932 10.6446
O 16.7332 17.1757 9.9695
O 12.9633 12.3698 17.0424
O 15.0043 8.7667 13.8270
O 13.7190 13.9137 10.6603
N 6.7910 16.9385 10.8818
N 14.2128 21.1144 12.0918
N 14.5523 13.1428 12.5808
N 14.0646 12.4735 14.6956
N 13.9779 21.4077 10.8643
N 15.8478 11.4612 13.5556
N 7.9139 15.6303 9.4306
N 15.1268 16.3943 11.4986
C 9.1291 14.9762 9.2788
C 15.5587 17.8460 9.5488
C 15.5746 8.8114 16.1663
C 14.4905 18.4502 14.5191
C 10.6737 11.7729 11.8115
C 16.2604 9.3689 17.2057
C 13.7269 23.3954 9.5687
C 10.5381 13.6824 7.6471
C 11.2518 14.0950 16.4855
C 15.5464 16.4760 10.2477
C 15.0296 18.9422 10.2420
C 12.3321 13.3031 16.1796
C 14.9429 17.5896 12.2463
C 12.8386 10.5704 10.6962
C 13.0509 13.4486 14.8964
C 12.9120 11.8263 11.2432
C 11.9697 27.3711 11.5802
C 16.1505 10.7180 14.7345
C 15.2263 11.9440 10.4069
C 15.0613 10.7365 9.7272
C 14.6419 17.3415 13.6373
C 8.1661 13.9720 7.1857
C 9.2696 14.2241 7.9768
C 15.6768 9.3633 14.8734
C 12.5656 14.3454 13.9306
C 7.8286 17.2313 13.2419
C 12.8707 23.3481 11.8268
C 16.9023 10.6074 17.0116
C 14.6028 19.8843 12.5136
C 5.5570 14.7907 11.0729
C 5.5952 16.2333 10.5476
C 11.6462 15.2754 14.3453
C 14.1412 12.6904 11.1171
C 10.6387 13.0075 6.4747
C 15.8905 8.0551 12.9773
C 12.5928 24.7026 11.7980
C 14.9963 18.8273 11.6278
C 7.9265 16.6555 10.2369
C 13.5435 22.7258 10.7868
C 8.2654 12.9961 6.1964
C 14.4416 19.6845 13.9035
C 9.5209 12.5771 5.7578
C 14.9270 12.4182 13.6167
C 12.3293 11.9281 18.2935
C 6.8590 17.7447 12.0754
C 10.9247 15.0703 15.4898
C 13.8529 10.0018 9.9296
C 13.5368 24.7756 9.4657
C 12.9633 25.4588 10.6292
C 16.8970 11.2963 15.7656
H 5.8563 17.8872 12.5094
H 4.5166 14.4187 11.0655
H 13.8466 25.3544 8.6139
H 13.2709 11.5744 18.8637
H 15.4971 15.6253 9.6034
H 14.3089 18.2808 15.6187
H 10.0370 12.6668 11.5833
H 13.9231 22.8376 8.6742
H 16.1618 12.5006 10.3891
H 11.3061 16.1093 13.7155
H 11.6999 28.3347 11.0706
H 10.8317 14.0546 17.4423
H 11.4307 13.9192 8.1451
H 10.4270 11.0914 10.9690
H 7.2329 16.6319 13.9565
H 12.6724 22.6601 12.7295
H 10.4129 11.2680 12.7621
H 11.9437 9.9323 10.8052
H 7.1453 18.7219 11.6872
H 15.3429 7.7800 12.0800
H 14.2323 20.5638 14.4878
H 8.6696 16.6075 12.8688
H 11.7823 12.7351 18.8202
H 11.6087 12.6813 6.1920
H 10.9923 26.7002 11.5766
H 17.2755 12.3460 15.6763
H 7.2614 14.4353 7.4596
H 16.2682 8.8621 18.2306
H 13.6583 9.0078 9.3981
H 6.1497 14.0368 10.5072
H 14.4193 12.0688 15.5528
H 14.9229 7.9869 16.2931
H 11.9878 25.1295 12.6013
H 15.8620 10.4250 9.0625
H 14.8301 19.8596 9.7743
H 4.7745 16.8108 11.0046
H 15.3112 17.8336 8.4750
H 12.3138 27.5317 12.5978
H 16.1665 7.0706 13.4115
H 16.8220 8.5290 12.6657
H 5.4228 16.2807 9.4819
H 11.7005 11.0729 18.0650
H 8.1895 18.1526 13.7609
H 17.5294 10.9480 17.8539
H 9.5618 11.8265 4.9458
H 10.0856 15.7184 15.6198
H 7.4601 12.5827 5.6832
H 16.0317 11.1403 12.5841
H 5.9025 14.7903 12.1003

***

Entry 4:
A molecular structure, C50H50AsCl3F5GeN6O4SiTi, computed with ωB97M-V/def2-TZVPD.

Results
* ΔE to the lowest compared entry with this formula, charge and spin: 0.00 kJ/mol
* Kohn-Sham gap (alpha / beta): 3.3276 / 6.1269 eV
* <S²>: 3.819
* net charge: -2
* spin multiplicity: 4

Geometry (Å):
As -2.7722 -1.4872 1.0825
Ge 3.6423 2.5606 2.7847
Ti 0.6998 1.1182 0.3299
Cl 5.6439 1.2779 2.4737
Cl 4.6075 4.6450 2.7672
Cl 3.5588 2.3173 5.0789
Si -1.9238 3.1678 -0.3961
F 2.5104 7.0053 -1.6248
F 0.6816 6.6548 2.6996
F 2.5050 4.3317 -1.8537
F 1.5821 8.2067 0.6421
F 0.6988 3.9902 2.5061
O 0.5323 0.8223 2.5328
O -1.2866 -0.8035 0.9121
O 3.8275 0.8797 -0.3124
O 1.6021 2.7460 0.1962
N -1.4338 0.1560 -5.4955
N 0.3191 0.2097 -3.8680
N -2.4200 1.6899 -6.7018
N -1.1358 2.0501 0.6799
N 0.6522 0.8723 -1.8060
N -1.3132 1.4720 -5.9827
C -4.3023 -1.9835 -6.5285
C 0.0582 -6.3873 2.2149
C -1.9913 2.2470 4.8099
C 1.1357 6.0803 1.5800
C 2.0442 4.8777 -0.7204
C -0.8266 1.6528 4.3390
C -4.4056 0.3074 -7.3792
C 1.5253 -0.8846 0.3063
C 6.2008 -2.4414 0.5664
C -3.0936 -2.8772 -0.2195
C 1.9570 -2.0299 0.4412
C 2.7564 -1.7203 3.9233
C -0.1489 0.1932 -2.6078
C -3.6690 2.6778 -0.9218
C -2.0488 4.8931 0.3674
C -0.2899 -0.5045 -4.9791
C 1.4781 0.9556 -3.8794
C -1.4913 2.0157 2.0120
C 1.5734 4.0569 0.3066
C 2.0554 6.2561 -0.6103
C 0.0445 -1.1477 3.8772
C -3.0778 -2.2736 2.8096
C -2.9371 2.6670 3.8876
C -3.0707 -1.7265 -5.8636
C -0.4956 -5.2625 1.6107
C -2.6857 2.5612 2.5276
C 1.7137 -4.3449 1.2120
C -3.1777 0.5841 -6.7291
C -4.2239 -0.2523 0.8674
C 4.8338 -2.3415 0.7612
C 2.2966 -0.6041 3.2445
C -4.9310 -0.9829 -7.2550
C 2.2555 -5.4628 1.8646
C 1.6838 1.3518 -2.6003
C -2.5536 -0.4500 -5.9824
C -0.6344 1.4677 2.9885
C -1.4189 -0.4770 -2.2354
C 1.8681 -2.5603 4.5797
C 0.3138 -4.2489 1.1318
C -1.0574 3.3995 -2.0338
C 3.9844 -3.4140 0.4702
C 1.5931 6.8665 0.5406
C 2.5372 -3.2696 0.6853
C 4.5482 -4.5832 -0.0491
C 1.4380 -6.4664 2.3568
C 0.5113 -2.2705 4.5464
C 5.9159 -4.6790 -0.2543
C 0.9453 -0.3207 3.2346
C 6.7499 -3.6127 0.0601
C 1.1321 4.7035 1.4610
H 2.0213 1.1379 -4.7882
H -1.3266 -1.5631 -2.3183
H -5.1574 -0.7094 1.1963
H -1.3140 5.5537 -0.0988
H -4.9066 1.0723 -7.9569
H -3.4136 2.9521 1.8287
H -1.5719 -5.1822 1.5162
H -3.5498 -3.7491 0.2461
H -0.1044 -3.3460 0.6993
H 3.8196 -1.9247 3.9273
H 2.9931 0.0329 2.7202
H 4.4176 -1.4308 1.1748
H 4.5472 0.9281 0.3368
H -3.6592 1.7380 -1.4796
H 3.9033 -5.4113 -0.3166
H -1.8542 4.8899 1.4416
H -2.1362 -3.1561 -0.6542
H -2.1421 2.3795 5.8726
H -3.7484 -2.4943 -1.0011
H -2.2076 -2.8621 3.0949
H 7.8190 -3.6939 -0.0918
H 2.2283 -3.4301 5.1139
H -0.6079 -1.4835 -4.6199
H -3.0393 5.3284 0.2109
H -3.9986 0.6278 1.4693
H -4.0395 3.4510 -1.6003
H -4.2979 0.0405 -0.1777
H 1.8815 -7.3139 2.8656
H -3.2263 -1.4674 3.5281
H -1.3007 2.6288 -2.7681
H 0.4904 -0.6497 -5.7362
H -3.9677 -2.9017 2.7712
H 6.3315 -5.5895 -0.6691
H -4.3873 2.5802 -0.1049
H -5.8681 -1.2153 -7.7515
H -1.0085 -0.9155 3.8650
H 0.0280 3.4459 -1.9580
H -0.1984 -2.9196 5.0463
H -2.5707 -2.5014 -5.2938
H -4.7441 -2.9706 -6.4715
H -1.4017 4.3535 -2.4433
H -3.8682 3.1100 4.2216
H 3.3260 -5.5237 2.0124
H 2.4930 1.9200 -2.1781
H 6.8320 -1.5990 0.8196
H -1.6484 -0.2267 -1.2024
H -2.2239 -0.1501 -2.8985
H 3.5922 -0.0540 -0.3867
H -0.5774 -7.1839 2.5812
H -0.0536 1.3301 5.0254

***

| no. | E (Eh) |
| --- | --- |
| 1 | -3755.02834 |
| 2 | -4256.04983 |
| 3 | -4322.01284 |
| 4 | -9896.59378 |